(1)
The following is a quantum chemistry calculation of a 9-piece molecular cluster, H18O9 overall at a distorted geometry, from OMol25.

Each line ends with the natural charge from an NBO analysis.
Element x y z (Å)
O 0.492 0.693 -2.506  -0.973
H 0.805 1.133 -3.336  0.490
H 0.237 1.425 -1.945  0.494
O -1.192 -0.001 0.225  -0.981
H -0.645 0.603 -0.275  0.495
H -2.104 0.316 0.144  0.500
O 0.098 2.465 -0.436  -0.974
H 1.006 2.714 -0.507  0.494
H -0.207 2.624 0.451  0.505
O 0.584 -2.031 0.397  -0.985
H 0.037 -1.226 0.497  0.480
H 1.049 -1.831 -0.407  0.481
O 1.664 0.667 1.380  -0.996
H 1.817 -0.032 1.982  0.476
H 2.154 0.379 0.591  0.493
O -1.481 1.199 2.971  -0.964
H -1.332 0.662 2.194  0.488
H -1.094 2.078 2.890  0.468
O -3.197 -1.545 1.571  -0.945
H -2.345 -1.325 1.969  0.474
H -3.709 -1.932 2.271  0.472
O 0.153 -2.180 -2.281  -0.961
H -0.311 -2.725 -1.645  0.487
H -0.325 -1.369 -2.347  0.477
O 2.582 -0.366 -0.925  -0.983
H 1.873 -0.031 -1.521  0.506
H 3.391 -0.363 -1.402  0.482

Computed properties:
- relative energy (zero: lowest compared OMol25 entry of this formula, charge and spin) (kJ/mol) = 199.4
- LUMO energy (eV) = -0.13
- net charge = 0
- SMILES string = O.O.O.O.O.O.O.O.O
- strongest force on any atom (Eh/bohr) = 0.0333
- HOMO-LUMO gap (eV) = 9.825
- E_tot (eV) = -18720.069

(2)
The following is a quantum chemistry calculation of C28H41N7OPSTi as an isolated structure, from OMol25.

Each line ends with the natural charge from an NBO analysis.
Element x y z (Å)
Ti -0.407 0.559 0.542  2.105
C -1.297 3.671 0.377  -0.239
C -0.538 3.396 1.651  -0.234
N -0.850 2.017 2.122  -0.699
C -2.211 1.902 2.725  -0.235
C -3.256 1.578 1.672  -0.242
N -2.699 0.710 0.593  -0.664
C -3.253 1.094 -0.730  -0.232
C -2.482 2.295 -1.295  -0.245
N -1.203 2.496 -0.546  -0.694
H -0.908 4.567 -0.105  0.250
H -2.344 3.862 0.586  0.222
H -0.794 4.126 2.420  0.245
H 0.531 3.462 1.469  0.231
H -0.175 1.784 2.847  0.423
H -2.467 2.827 3.242  0.240
H -2.180 1.113 3.467  0.241
H -3.652 2.481 1.213  0.218
H -4.103 1.080 2.144  0.254
H -3.005 -0.239 0.781  0.423
H -4.314 1.326 -0.634  0.238
H -3.168 0.240 -1.396  0.232
H -3.072 3.208 -1.252  0.231
H -2.264 2.114 -2.342  0.251
H -0.471 2.712 -1.216  0.406
C -1.486 -2.185 3.809  -0.167
C -1.975 -3.275 3.101  -0.174
C -1.963 -3.256 1.716  -0.181
C -1.483 -2.140 1.030  -0.086
C -1.017 -1.027 1.737  -0.441
C -1.000 -1.077 3.126  -0.257
C -1.417 -2.072 -0.440  0.255
C -1.823 -3.154 -1.231  -0.263
C -1.771 -3.062 -2.589  -0.027
C -1.334 -1.870 -3.194  -0.126
C -1.319 -1.736 -4.603  -0.134
C -0.945 -0.561 -5.185  -0.187
C -0.557 0.513 -4.362  -0.147
C -0.544 0.392 -2.998  -0.244
C -0.936 -0.798 -2.364  0.255
N -0.953 -0.921 -0.971  -0.662
H -1.477 -2.199 4.892  0.249
H -2.356 -4.141 3.626  0.257
H -2.326 -4.126 1.187  0.239
H -0.590 -0.259 3.707  0.214
H -2.179 -4.059 -0.766  0.250
H -2.080 -3.894 -3.211  0.255
H -1.627 -2.583 -5.204  0.247
H -0.942 -0.452 -6.261  0.256
H -0.255 1.449 -4.817  0.239
H -0.187 1.216 -2.408  0.194
C 3.916 -0.269 1.738  -1.010
P 2.268 -0.833 2.132  1.958
C 2.291 -1.282 3.855  -1.012
C 1.971 -2.293 1.146  -1.010
O 1.228 0.289 1.836  -1.164
H 4.631 -1.041 2.028  0.288
H 4.153 0.639 2.294  0.268
H 4.014 -0.089 0.666  0.256
H 3.139 -1.947 4.033  0.288
H 1.373 -1.797 4.133  0.275
H 2.415 -0.388 4.468  0.275
H 2.858 -2.929 1.164  0.289
H 1.772 -1.996 0.113  0.268
H 1.125 -2.853 1.544  0.275
C 4.007 -1.565 -3.017  -0.593
C 3.536 -0.165 -3.425  -0.460
C 2.979 0.592 -2.260  0.107
N 1.889 0.295 -1.648  -0.282
N 1.590 1.147 -0.603  -0.487
C 2.540 2.035 -0.392  0.235
N 2.547 2.916 0.648  -0.794
S 3.799 1.957 -1.554  0.484
H 4.367 -2.102 -3.893  0.252
H 3.188 -2.134 -2.577  0.206
H 4.827 -1.512 -2.298  0.215
H 2.755 -0.238 -4.184  0.248
H 4.359 0.400 -3.862  0.245
H 2.248 2.520 1.529  0.411
H 3.341 3.535 0.719  0.430

Computed properties:
- LUMO energy (eV) = -9.58
- net charge = +3
- strongest force on any atom (Eh/bohr) = 0.0183
- HOMO-LUMO gap (eV) = 7.098
- E_tot (eV) = -85399.610

(3)
The following is a quantum chemistry calculation of an isolated ion of composition C5H10NO and charge +1 at a distorted geometry, from OMol25.

Each line ends with the natural charge from an NBO analysis.
Element x y z (Å)
C -0.307 -1.850 -0.491  -0.609
C -0.250 -0.339 -1.011  -0.266
C 1.050 0.505 -0.776  -0.215
N 0.306 1.305 0.282  -0.411
C 0.141 0.637 1.637  0.108
O -1.199 0.217 1.310  -0.483
C -1.070 0.606 -0.031  0.305
H 0.384 -1.982 0.344  0.210
H -0.029 -2.533 -1.305  0.243
H -1.201 -2.260 -0.231  0.241
H -0.573 -0.305 -2.024  0.252
H 2.064 0.096 -0.369  0.247
H 1.355 1.212 -1.521  0.235
H 0.518 2.299 0.173  0.453
H 0.744 -0.163 1.954  0.218
H 0.126 1.323 2.441  0.216
H -2.057 1.234 -0.381  0.256

Computed properties:
- relative energy (zero: lowest compared OMol25 entry of this formula, charge and spin) (kJ/mol) = 341.6
- LUMO energy (eV) = -3.50
- net charge = +1
- SMILES string = C[C@@H]1C[N@@H+]2CO[C@H]12
- strongest force on any atom (Eh/bohr) = 0.0788
- HOMO-LUMO gap (eV) = 11.733
- E_tot (eV) = -8875.039

Q: Which value of HOMO-LUMO gap does entry 1 give?
A: 9.825 eV

Q: Which of these has the lowest net charge?
A: H18O9

Q: What is the formula in the third record?
A: C5H10NO

Q: The highest strongest force on any atom belongs to which entry?
A: C5H10NO